A structure of composition C22H32N4Pd at a distorted geometry. Source: the OMol25 dataset; level of theory: ωB97M-V/def2-TZVPD.

Calculated values
frontier orbital gap: 0.26145 hartree
largest force on an atom: 1.8 eV Å⁻¹
LUMO energy: -7.29 eV
E_HOMO: -0.52922 Eh
energy above the lowest of the compared OMol25 structures with the same formula, charge and spin: 15.0 kcal/mol

ORCA input file:
```
! wB97M-V def2-TZVPD RIJCOSX def2/J DEFGRID3
* xyz 2 1
Pd 0.0222 -0.1528 0.3725
C 1.7480 -0.4098 -2.3487
C 2.8148 -0.7394 -1.3285
C 4.1508 -0.4504 -1.5684
C 5.1307 -0.7952 -0.6452
C 4.7954 -1.4352 0.5351
C 3.4691 -1.7511 0.8261
C 3.1292 -2.4642 2.1079
C 2.5172 -1.3940 -0.1279
N 1.1196 -1.6781 0.1578
C 0.5958 -2.8479 0.0245
C 1.3338 -4.0747 -0.3636
C -0.8908 -2.8752 0.2233
C -1.6182 -4.1668 0.3480
N -1.4016 -1.7017 0.2751
C -2.8407 -1.5073 0.3838
C -3.3300 -1.0908 1.6090
C -2.4382 -0.9015 2.8046
C -4.7040 -0.8810 1.7041
C -5.5281 -1.0746 0.6084
C -4.9925 -1.4737 -0.6063
C -3.6245 -1.7018 -0.7443
C -3.0574 -2.1241 -2.0741
H 2.0908 0.3490 -3.0481
H 0.8452 -0.0360 -1.8457
H 1.4508 -1.2859 -2.9285
H 4.4278 0.0469 -2.4875
H 6.1663 -0.5652 -0.8521
H 5.5668 -1.6989 1.2464
H 3.7828 -2.1330 2.9131
H 3.2749 -3.5414 2.0108
H 2.0975 -2.3066 2.4257
H 2.3637 -3.8627 -0.6339
H 0.8244 -4.5536 -1.2015
H 1.3200 -4.7855 0.4666
H -1.1476 -4.7811 1.1178
H -1.5595 -4.7257 -0.5885
H -2.6627 -4.0028 0.5969
H -1.9451 -1.8294 3.1056
H -3.0160 -0.5475 3.6554
H -1.6445 -0.1623 2.6217
H -5.1255 -0.5663 2.6496
H -6.5924 -0.9134 0.7002
H -5.6381 -1.6082 -1.4636
H -3.7029 -1.7827 -2.8801
H -2.9893 -3.2102 -2.1629
H -2.0613 -1.7145 -2.2544
N 1.2862 0.6063 1.8800
C 0.8875 2.0130 2.1599
C 0.6370 2.6987 0.8423
N -0.4469 1.9535 0.1335
H 1.2483 0.0556 2.7349
H 2.2433 0.5451 1.5276
H 1.6358 2.5294 2.7637
H -0.0388 1.9816 2.7396
H 1.5317 2.6514 0.2166
H 0.3777 3.7501 0.9692
H -0.4917 2.2354 -0.8442
H -1.3623 2.1879 0.5180
*
```

Here are the Löwdin charges for atoms 1 to 2, given in e: number 1, Pd, carries 1.01; number 2, C, carries -0.02

***

An isolated molecule of C22H32O2. Source: the OMol25 dataset; level of theory: ωB97M-V/def2-TZVPD.

Calculated values
SMILES: CC/C=C/C/C=C/C/C=C\C/C=C\C/C=C/C/C=C/CCC(=O)O
frontier orbital gap: 0.36003 hartree
largest force on an atom: 0.7 eV Å⁻¹
LUMO energy: 0.98 eV
E_HOMO: -0.32396 Eh
energy above the lowest of the compared OMol25 structures with the same formula, charge and spin: 32.6 kcal/mol

ORCA input file:
```
! wB97M-V def2-TZVPD RIJCOSX def2/J DEFGRID3
* xyz 0 1
C -6.5129 -0.6084 1.8205
C -6.2974 0.0268 0.4468
C -5.3753 -0.8024 -0.3893
C -4.2095 -0.3905 -0.8572
C -3.2717 -1.2365 -1.6691
C -2.0428 -1.5737 -0.8754
C -0.8057 -1.2352 -1.2134
C 0.4185 -1.5811 -0.4262
C 1.4598 -2.2217 -1.2910
C 2.3374 -3.1322 -0.8987
C 2.4346 -3.7166 0.4855
C 2.4076 -2.7052 1.6023
C 3.2047 -1.6558 1.7241
C 4.2800 -1.2446 0.7622
C 4.1913 0.2251 0.4834
C 3.7755 0.7484 -0.6564
C 3.6904 2.2241 -0.9190
C 2.2629 2.6681 -1.0272
C 1.6930 3.5325 -0.2055
C 0.2677 3.9822 -0.2853
C -0.5479 3.4302 0.8991
C -0.6072 1.9284 0.7787
O 0.0867 1.1515 1.3795
O -1.5143 1.5452 -0.1197
H -5.5667 -0.6889 2.3510
H -7.1939 -0.0054 2.4168
H -6.9353 -1.6057 1.7179
H -7.2631 0.1129 -0.0601
H -5.8856 1.0307 0.5659
H -5.7171 -1.8098 -0.5940
H -3.8657 0.6145 -0.6493
H -2.9860 -0.7023 -2.5789
H -3.7757 -2.1641 -1.9539
H -2.2241 -2.1291 0.0363
H -0.6310 -0.6884 -2.1339
H 0.1576 -2.2339 0.4068
H 0.8440 -0.6653 0.0050
H 1.4791 -1.8814 -2.3190
H 3.0396 -3.5264 -1.6228
H 1.6044 -4.4159 0.6265
H 3.3586 -4.2980 0.5553
H 1.6778 -2.8892 2.3797
H 3.0929 -1.0071 2.5826
H 5.2542 -1.4604 1.2165
H 4.1952 -1.8098 -0.1650
H 4.4792 0.8741 1.3008
H 3.4653 0.1041 -1.4689
H 4.1852 2.7724 -0.1159
H 4.2027 2.4469 -1.8615
H 1.6948 2.2291 -1.8380
H 2.2641 3.9537 0.6116
H -0.1866 3.6452 -1.2188
H 0.2257 5.0739 -0.2538
H -1.5611 3.8309 0.8663
H -0.0689 3.6953 1.8411
H -1.5018 0.5715 -0.2500
*
```

Here are the Löwdin charges for atoms 1 to 2, given in e: number 1, C, carries -0.11; number 2, C, carries -0.26

***

A structure of composition C22H33AlBeCl2F6MgN2O15S2 at a distorted geometry. Source: the OMol25 dataset; level of theory: ωB97M-V/def2-TZVPD.

Calculated values
frontier orbital gap: 0.07111 hartree
largest force on an atom: 7.2 eV Å⁻¹
LUMO energy: -4.61 eV
E_HOMO: -0.24058 Eh

ORCA input file:
```
! wB97M-V def2-TZVPD RIJCOSX def2/J DEFGRID3
* xyz 0 1
C -0.9929 1.4201 -1.7205
C -2.0448 2.1060 -0.6901
S -2.8618 3.4657 -1.6280
C -4.6762 3.2922 -1.4445
N -5.2591 2.1252 -2.1504
O -6.4000 2.4293 -2.8537
S -5.6225 0.8180 -1.0763
O -6.0838 1.2290 0.2666
O -6.6796 0.0188 -1.7335
F -4.3311 -0.2057 -0.9633
H -1.5849 1.0722 -2.5877
H -0.4120 0.5988 -1.1993
H -0.2925 2.2275 -2.0591
H -2.8333 1.3882 -0.3270
H -1.5417 2.5286 0.2145
H -5.1180 4.1978 -1.9146
H -4.9234 3.3521 -0.3634
H -7.0014 2.8725 -2.2276
O 0.7065 -0.8157 -0.7510
C 1.8202 -0.8042 -1.2711
O 2.3684 0.2984 -1.7457
C 3.6206 -0.0250 -2.3857
C 4.0359 -1.3465 -1.7838
C 2.6986 -1.9966 -1.5062
H 3.4518 -0.0913 -3.4578
H 4.3426 0.7647 -2.1916
H 4.6896 -1.9336 -2.4357
H 4.5569 -1.1798 -0.8421
H 2.3254 -2.5497 -2.3708
H 2.7296 -2.6363 -0.6241
C 2.2646 -5.6966 -4.3115
C 2.6988 -6.9558 -3.6193
O 3.8915 -6.5365 -2.9475
C 3.8111 -5.2092 -2.7751
O 4.5927 -4.5621 -2.0835
O 2.7879 -4.6790 -3.4509
H 1.1835 -5.6146 -4.3997
H 2.7107 -5.5842 -5.3017
H 1.9777 -7.2995 -2.8751
H 2.9058 -7.7680 -4.3128
F 3.5422 -0.3494 0.4597
Be 4.0091 -5.2005 -0.4818
O 4.6741 -0.9715 -4.8782
C 5.5959 -1.0106 -5.7482
C 6.5495 -2.3832 -5.4287
O 7.4789 -2.4128 -6.2890
H 6.3036 -0.1691 -5.7752
H 5.2953 -1.1101 -6.8021
H 5.8329 -3.2202 -5.4215
H 6.8333 -2.2812 -4.3697
Mg -1.1202 0.0742 0.2115
C -6.9622 2.9018 3.5777
C -5.6817 2.1609 3.8274
O -4.7018 3.1971 3.7709
C -5.3318 4.3657 4.0570
O -4.7734 5.3958 4.2573
O -6.6777 4.2052 4.0847
H -7.8103 2.4590 4.0969
H -7.1988 2.9803 2.5135
H -5.6509 1.6981 4.8170
H -5.4883 1.3989 3.0737
C 6.5761 -8.3614 1.0461
Cl 5.7174 -9.7258 1.7652
Cl 5.4503 -7.2441 0.2339
H 7.0997 -7.8221 1.8292
H 7.2861 -8.7377 0.3155
F 0.8762 3.5843 -6.5347
Al 1.2941 2.9005 -4.9831
F 0.7017 1.2500 -4.8896
F 0.5456 3.8367 -3.6953
F 3.0294 2.9064 -4.7808
C -2.6117 4.4209 5.9665
C -1.4786 3.6376 6.1604
C -1.1590 3.1767 7.4302
C -1.9852 3.5041 8.4971
C -3.1146 4.2918 8.3166
C -3.4254 4.7512 7.0437
N -1.6665 3.0005 9.8325
O -0.6632 2.3306 9.9596
O -2.4254 3.2770 10.7372
H -2.8598 4.7733 4.9784
H -0.8455 3.3836 5.3197
H -0.2763 2.5682 7.5728
H -3.7543 4.5505 9.1493
H -4.3039 5.3642 6.8892
*
```

Here are the Löwdin charges for atoms 1 to 2, given in e: number 1, C, carries -0.12; number 2, C, carries -0.57